i | Formula: C6H8
Source: the OMol25 dataset
Level of theory: ωB97M-V/def2-TZVPD

XYZ file:
```
14
C6H8, DFT ωB97M-V/def2-TZVPD
C -1.63827 1.23940 2.11759
C 1.39642 -0.79674 -0.92914
C -0.06570 -0.66044 -0.57351
C -1.58971 0.75246 0.88548
C -0.28440 0.11249 0.51125
C 1.91951 -0.75925 -2.16858
H 0.52087 0.67833 1.01369
H -0.93972 0.60051 2.79778
H 1.37261 -0.75416 -3.04380
H -2.56864 1.75015 2.47263
H -2.43293 0.83779 0.18658
H 1.91035 -0.82352 0.04876
H -0.68775 -1.37721 -1.02001
H 3.08735 -0.79981 -2.29871
```

The charge is -1. The spin multiplicity is 2.

Atomic partial charges in e from the Mulliken method, atoms 1 to 5: atom 1 (C): -0.905, atom 2 (C): -0.252, atom 3 (C): -0.601, atom 4 (C): -0.271, atom 5 (C): -0.573

ii | Formula: C6H8
Source: the OMol25 dataset
Level of theory: ωB97M-V/def2-TZVPD

XYZ file:
```
14
C6H8, DFT ωB97M-V/def2-TZVPD
C -2.17229 0.31282 -0.24640
C 1.55626 -0.08390 -0.60563
C 1.53514 -1.38519 0.00844
C 0.25280 1.19244 1.18091
C -0.93907 0.05161 -0.69367
C 0.29953 0.44962 0.03070
H -2.29695 0.83581 0.69249
H -0.59960 1.82346 1.41233
H -3.05109 -0.02287 -0.77908
H 1.65194 -0.02843 -1.69179
H 1.50355 -2.35046 -0.52301
H 1.18835 1.36552 1.69230
H -0.86210 -0.66383 -1.49616
H 1.93354 -1.49660 1.01857
```

The charge is -1. The spin multiplicity is 2.

Atomic partial charges in e from the Mulliken method, atoms 1 to 5: atom 1 (C): -0.760, atom 2 (C): -0.524, atom 3 (C): -0.817, atom 4 (C): -0.962, atom 5 (C): -0.248

It is ii that is the least stable of them.

i | Formula: CH7ClSi2
Source: the OMol25 dataset
Level of theory: ωB97M-V/def2-TZVPD

XYZ file:
```
11
CH7ClSi2, DFT ωB97M-V/def2-TZVPD
Cl 1.99016 -1.46284 0.00083
Si 0.27274 -0.35659 0.19568
Si -0.76093 0.35274 -1.77595
C -0.08107 -0.39313 2.06729
H 0.12959 -1.20028 2.73457
H 0.53798 0.39239 2.53348
H -0.44519 1.71614 -2.17610
H -2.19018 -0.08593 -2.10520
H 0.14938 -0.63383 -2.61860
H -1.05464 0.09644 2.14845
H 1.45216 1.57490 -1.00445
```

Atomic partial charges in e from the Mulliken method, atoms 1 to 5: atom 1 (Cl): -0.199, atom 2 (Si): 0.346, atom 3 (Si): 0.235, atom 4 (C): -1.060, atom 5 (H): 0.360

ii | Formula: CH7ClSi2
Source: the OMol25 dataset
Level of theory: ωB97M-V/def2-TZVPD

XYZ file:
```
11
CH7ClSi2, DFT ωB97M-V/def2-TZVPD
Cl -1.63816 1.79759 0.09112
Si -1.59882 -0.09943 -0.77583
Si 2.79103 0.78861 -0.23954
C -3.05730 -0.93802 0.14926
H 3.08630 -0.53049 0.32025
H 3.87911 1.17339 -1.13820
H -3.69378 -1.48633 -0.54212
H -2.67722 -1.66675 0.86360
H 1.52204 0.72635 -0.97128
H 2.72576 1.75933 0.85281
H -3.68369 -0.23380 0.69530
```

Atomic partial charges in e from the Mulliken method, atoms 1 to 5: atom 1 (Cl): -0.225, atom 2 (Si): 0.298, atom 3 (Si): 0.438, atom 4 (C): -0.966, atom 5 (H): -0.101

It is i that is the least stable of them.

i | Formula: C5H17N2O
Source: the OMol25 dataset
Level of theory: ωB97M-V/def2-TZVPD

XYZ file:
```
25
C5H17N2O, DFT ωB97M-V/def2-TZVPD
O 0.28724 1.19453 -3.00855
N 1.75778 0.94210 -1.11478
N 1.27753 -1.38308 1.41189
C 1.06492 0.78326 0.13449
C -1.39124 -0.37672 2.02456
C -1.69575 0.10729 -0.51412
C -0.96319 -0.70810 0.57665
C 0.53656 -0.69224 0.29600
H -1.30773 -1.26249 2.64638
H 1.22031 1.26832 -1.93659
H -2.41143 -0.03350 1.99818
H 0.55540 1.87968 -3.63893
H 2.70378 1.33896 -1.08920
H 0.18091 1.42574 0.08409
H 1.00833 -0.95114 2.30295
H 2.28830 -1.42445 1.26070
H -0.24662 0.56870 -3.52991
H 1.74082 1.04528 0.94729
H -2.53477 0.69764 -0.14995
H 0.61196 -1.16921 -0.67760
H -2.15631 -0.62042 -1.16781
H -1.18479 0.87067 -1.11060
H 0.92331 -2.33987 1.49462
H -1.32222 -1.72271 0.37205
H -0.94309 0.56175 2.38816
```

The charge is +2. The spin multiplicity is 2.

Atomic partial charges in e from the Mulliken method, atoms 1 to 5: atom 1 (O): -0.626, atom 2 (N): -0.023, atom 3 (N): -0.201, atom 4 (C): -0.944, atom 5 (C): -1.663

ii | Formula: C5H17N2O
Source: the OMol25 dataset
Level of theory: ωB97M-V/def2-TZVPD

XYZ file:
```
25
C5H17N2O, DFT ωB97M-V/def2-TZVPD
O 1.01616 2.47773 0.19694
N 2.11840 0.17902 -0.63284
N -1.54724 1.43220 1.62028
C -1.40440 -0.26240 -0.23640
C -0.48790 -1.43169 0.14442
C 0.62067 -1.86035 -0.87828
C -2.12907 0.13456 1.13014
C 1.49934 -0.80910 -1.59124
H -1.98790 -0.57795 1.89746
H -2.25489 2.14842 1.66976
H 1.11638 -2.71628 -0.46729
H -1.00801 1.19236 2.46400
H 0.13601 -2.34817 -1.73630
H 2.97603 0.57143 -0.98496
H -3.17537 0.29550 0.98594
H -1.16234 -2.23001 0.41836
H 0.86643 -0.25260 -2.28739
H 1.55973 1.07107 -0.46444
H -0.88948 0.67200 -0.50971
H 2.18509 -1.35353 -2.20291
H 0.29463 3.08967 -0.01562
H -2.08008 -0.41876 -1.07939
H 1.29077 2.59986 1.10808
H 2.33646 -0.26767 0.33611
H 0.11057 -1.33533 1.11529
```

The charge is +2. The spin multiplicity is 2.

Atomic partial charges in e from the Mulliken method, atoms 1 to 5: atom 1 (O): -0.661, atom 2 (N): -0.221, atom 3 (N): -0.093, atom 4 (C): -0.086, atom 5 (C): -0.738

It is i that is the least stable of them.

i | Formula: C4H9O3
Source: the OMol25 dataset
Level of theory: ωB97M-V/def2-TZVPD

XYZ file:
```
16
C4H9O3, DFT ωB97M-V/def2-TZVPD
O -1.14556 0.22448 -0.93684
O 0.84443 -2.27081 1.25467
O 0.50726 1.40543 0.08814
C -0.11913 -1.38268 1.78519
C 1.29936 -1.81512 -0.00392
C -0.48613 1.26818 -0.67729
C -0.93596 2.55082 -1.42973
H -0.44056 -1.78087 2.76229
H -0.38637 2.60994 -2.38422
H -0.71564 3.45666 -0.84023
H 0.29860 -0.37317 1.93687
H 1.77771 -0.82409 0.07130
H 2.04540 -2.53876 -0.37321
H 0.47637 -1.75390 -0.73572
H -2.01704 2.52687 -1.64715
H -1.00275 -1.30297 1.12984
```

The charge is -1.

Atomic partial charges in e from the Mulliken method, atoms 1 to 5: atom 1 (O): -0.708, atom 2 (O): -0.403, atom 3 (O): -0.708, atom 4 (C): -0.508, atom 5 (C): -0.503

ii | Formula: C4H9O3
Source: the OMol25 dataset
Level of theory: ωB97M-V/def2-TZVPD

XYZ file:
```
16
C4H9O3, DFT ωB97M-V/def2-TZVPD
O -1.52212 -2.53601 -2.08485
O -0.99767 1.15408 -0.09216
O -0.14648 -0.77164 -1.97281
C 0.66437 2.52543 0.96879
C -0.65746 -1.86291 -1.59563
C -0.23527 1.31550 1.04685
C 0.13517 -2.55439 -0.45471
H 0.83048 -1.99960 0.17790
H 0.33821 0.26817 1.31733
H -0.50247 -3.01871 0.22722
H 0.14109 3.41243 0.67004
H 1.29554 2.89537 1.76306
H 1.38540 2.41272 0.02722
H -0.44730 0.72829 -0.83205
H 0.83768 -3.34790 -0.99502
H -1.11918 1.37917 1.82883
```

The charge is -1.

Atomic partial charges in e from the Mulliken method, atoms 1 to 5: atom 1 (O): -0.660, atom 2 (O): -0.459, atom 3 (O): -0.815, atom 4 (C): -0.958, atom 5 (C): 0.588

iii | Formula: C4H9O3
Source: the OMol25 dataset
Level of theory: ωB97M-V/def2-TZVPD

XYZ file:
```
16
C4H9O3, DFT ωB97M-V/def2-TZVPD
O 1.05568 -1.08550 -1.38042
O -0.81117 -1.34864 0.62227
O 0.11979 0.38984 1.70510
C -0.83250 -0.21749 1.19752
C -2.20873 0.46203 1.21576
C 0.79074 1.33878 -1.50732
C 1.73561 0.14941 -1.49283
H -2.99603 -0.18502 1.60016
H 0.16873 1.39251 -0.63035
H 2.20772 0.10322 -2.46695
H -2.17290 1.39611 1.76126
H 0.40721 -1.13031 -0.63262
H 0.13161 1.25771 -2.38263
H 1.30432 2.29839 -1.63892
H -2.45917 0.68857 0.18075
H 2.43118 0.21164 -0.64982
```

The charge is -1.

Atomic partial charges in e from the Mulliken method, atoms 1 to 5: atom 1 (O): -0.548, atom 2 (O): -0.835, atom 3 (O): -0.678, atom 4 (C): 0.653, atom 5 (C): -0.972

iv | Formula: C4H9O3
Source: the OMol25 dataset
Level of theory: ωB97M-V/def2-TZVPD

XYZ file:
```
16
C4H9O3, DFT ωB97M-V/def2-TZVPD
O -0.73278 1.75659 1.90994
O 0.72935 0.07257 1.73947
O 2.14337 -1.40446 0.00125
C -0.20930 0.79451 1.30586
C 2.26896 -0.55148 -1.12927
C -2.35891 0.04309 0.18591
C -0.90372 0.46605 -0.05871
H -2.29817 -0.75414 0.91701
H 1.43122 -1.07330 0.62239
H -2.84372 -0.14591 -0.77400
H -3.01773 0.80663 0.62030
H 3.20353 -0.94972 -1.53831
H -0.40954 -0.37905 -0.53591
H 1.42823 -0.58254 -1.82729
H -0.75598 1.39915 -0.61650
H 2.32519 0.50198 -0.82213
```

The charge is -1.

Atomic partial charges in e from the Mulliken method, atoms 1 to 5: atom 1 (O): -0.760, atom 2 (O): -0.777, atom 3 (O): -0.552, atom 4 (C): 0.544, atom 5 (C): -0.549

It is ii that is the least stable of them.